1.
Entry from the OMol25 dataset: C25H53ClOP2ReSi2 as an isolated structure at a distorted geometry (ωB97M-V with the def2-TZVPD basis set).

XYZ file:
```
85
Properties=species:S:1:pos:R:3:forces:R:3:mulliken_spin:R:1
Re 0.082104 0.571545 -0.090847 -1.3 -4.8 -3.0 1.97
C 0.656630 1.943702 1.622959 0.9 2.5 2.3 0.34
C 1.651996 1.795208 0.551870 1.1 0.6 1.4 -0.20
C 1.068402 2.375823 -0.624279 0.1 0.5 -0.9 0.13
Si 3.397541 1.172335 0.841219 -0.5 0.0 0.3 0.01
C -0.310244 2.635099 -0.375223 -0.3 0.6 -0.8 0.10
C -0.627428 2.224277 0.964840 -0.2 0.9 1.6 -0.21
Si -2.272839 2.229220 1.858666 0.5 -0.1 0.1 0.01
H 0.834628 0.338900 4.351124 0.0 -0.2 0.2 0.00
H 1.593558 2.537224 -1.555157 -0.1 0.1 0.0 0.05
H -1.023050 3.037614 -1.079341 0.1 0.1 -0.1 0.06
Cl -0.990041 -3.021810 -3.408685 0.3 1.0 0.8 0.05
C -2.115361 2.413938 3.709986 0.1 0.1 0.0 0.00
C -3.333672 3.618898 1.190858 -0.1 0.0 0.0 0.00
C 3.941226 1.274474 2.624852 -0.1 0.2 0.1 0.00
C 4.595453 2.136942 -0.221769 0.1 0.0 0.0 0.00
H -3.003377 4.539552 1.696285 -0.2 -0.2 -0.2 0.00
H -4.384437 3.430290 1.452812 0.2 0.2 -0.1 0.00
H -3.242114 3.761447 0.106995 -0.1 0.0 0.3 0.00
H -1.049787 2.346228 3.975599 -0.3 0.0 0.0 0.00
H -2.679310 1.626603 4.224708 0.1 0.2 0.0 0.00
H -2.502367 3.392310 4.020042 0.1 -0.2 0.1 0.00
H 4.709340 3.130985 0.236821 0.0 -0.2 -0.2 0.00
H 4.265694 2.265939 -1.259507 0.2 0.0 0.2 0.00
H 5.570629 1.629892 -0.206272 -0.1 0.2 -0.1 0.00
H 4.721115 2.038100 2.733066 -0.1 -0.1 0.1 0.00
H 4.337248 0.308584 2.962223 0.0 0.2 0.0 0.00
H 3.072048 1.557748 3.237310 0.3 -0.1 -0.1 0.00
C -2.994452 0.513393 1.506641 -0.6 0.2 0.0 0.02
C 3.306686 -0.664159 0.385785 0.6 0.0 -0.2 0.02
P -2.469016 -0.060476 -0.139223 0.5 0.6 0.4 0.20
H -4.089881 0.539264 1.610832 0.2 -0.1 0.1 0.00
H -2.595683 -0.179106 2.266228 0.0 0.2 -0.3 -0.01
P 2.091403 -0.897838 -0.946735 -0.1 0.6 0.7 0.13
H 2.969340 -1.211043 1.281115 0.0 0.2 -0.3 -0.01
H 4.303520 -1.043540 0.112890 -0.2 0.0 0.2 0.01
C 2.052705 -2.753562 -1.139797 -0.3 0.4 -0.4 -0.06
C 2.959076 -0.127061 -2.463087 -0.2 -0.2 0.5 -0.04
C -3.434123 1.100727 -1.315377 0.3 -0.4 0.4 -0.03
C -3.225280 -1.771073 -0.249223 0.2 0.2 -0.5 -0.06
C -2.431221 -2.776579 0.600113 0.0 -0.1 0.1 0.09
H -3.121861 -2.046494 -1.311126 -0.2 -0.1 0.3 0.01
C -4.701421 -1.819861 0.141714 -0.2 -0.2 0.0 0.01
H -4.854703 -1.462000 1.166863 0.0 -0.1 -0.2 0.00
H -5.026808 -2.868129 0.106764 0.0 0.2 0.0 0.00
H -5.346172 -1.252530 -0.533930 0.2 -0.1 0.2 0.00
H -1.570210 -3.183107 0.059206 -0.1 0.2 0.2 0.01
H -3.075150 -3.632004 0.848186 0.1 0.2 -0.1 0.00
H -2.088081 -2.338675 1.548379 0.0 -0.1 -0.2 0.00
H -2.937946 2.070449 -1.139816 -0.1 -0.4 0.0 0.01
C -4.921954 1.260028 -0.998701 -0.3 0.3 -0.2 0.00
C -3.260919 0.759297 -2.800526 0.0 0.2 -0.1 0.01
H -5.155210 1.360320 0.065786 0.1 -0.1 -0.2 0.00
H -5.506516 0.429536 -1.411786 0.1 0.2 0.1 0.00
H -5.283719 2.173396 -1.493609 0.0 -0.2 0.1 0.00
H -2.221534 0.846539 -3.139969 -0.2 0.0 0.1 0.01
H -3.848865 1.476249 -3.394703 0.1 -0.2 0.1 0.00
H -3.634849 -0.246485 -3.040747 0.1 0.2 0.1 0.00
H 2.903466 0.951855 -2.233655 0.0 -0.4 0.0 0.02
C 2.208408 -0.352337 -3.782748 0.0 0.1 -0.1 0.00
C 4.433583 -0.505218 -2.633089 0.2 0.1 -0.3 0.00
H 5.007900 -0.539286 -1.702566 -0.2 0.0 -0.2 0.00
H 4.908607 0.252455 -3.273818 -0.1 -0.2 0.1 0.00
H 4.539960 -1.467247 -3.148237 0.0 0.3 0.1 0.00
H 1.287533 0.240654 -3.842090 0.1 -0.1 0.1 0.00
H 1.957644 -1.409290 -3.949411 0.1 0.2 0.0 0.00
H 2.850128 -0.031404 -4.617585 -0.2 -0.1 0.2 0.00
C 1.438943 -3.399227 0.107045 -0.1 -0.1 0.0 0.02
C 3.413988 -3.382068 -1.420025 0.1 -0.3 -0.1 0.00
H 1.388439 -2.915725 -2.004484 0.2 -0.2 0.2 0.02
H 4.125536 -3.160637 -0.614135 -0.1 0.0 -0.2 0.00
H 3.843875 -3.070859 -2.376746 -0.1 -0.1 0.3 0.00
H 3.284693 -4.472482 -1.453416 0.1 0.2 0.0 0.00
H 2.076060 -3.235795 0.989723 -0.2 -0.1 -0.2 0.00
H 1.364025 -4.485799 -0.058580 0.0 0.3 0.1 0.00
H 0.431809 -3.028202 0.339309 0.4 0.0 0.0 0.05
C -0.681404 -1.518400 -2.256025 -0.6 -0.9 -1.5 0.43
H -0.481465 -1.926550 -1.257454 -0.1 0.2 -0.6 0.00
H 0.142567 -0.963022 -2.722306 -0.5 -0.4 0.4 -0.22
H -1.615264 -0.950368 -2.330497 0.6 -0.4 0.0 -0.10
C 0.853163 -0.356426 5.200134 0.0 0.1 -0.1 0.01
O 0.887440 1.982605 2.860826 -0.3 -0.9 -0.6 0.12
H -0.134675 -0.811200 5.326692 0.2 0.0 0.0 0.00
H 1.119797 0.188749 6.111382 0.0 -0.1 -0.2 0.00
H 1.594504 -1.141320 5.018452 -0.1 0.1 0.1 0.00
```
Forces are in eV/Å.

Results
Total charge: 0
Multiplicity: 4
<S²>: 3.774
Maximum force: 5.83 eV/A
Energy: -77817.3718 eV

=====

2.
Entry from the OMol25 dataset: a 2-piece molecular cluster, C4H12NO2 overall (ωB97M-V with the def2-TZVPD basis set).

XYZ file:
```
19
Properties=species:S:1:pos:R:3:forces:R:3:nbo_charge:R:1
C 1.284477 1.090701 -1.294196 -0.2 -0.2 0.6 -0.80
C 1.794257 1.046349 0.158128 -0.1 0.2 -0.3 -0.21
N 1.499362 -0.188652 0.878792 -0.2 0.1 -0.2 -0.70
C 0.062825 -0.294576 1.201847 0.3 0.5 -0.5 -0.28
C -0.578065 -1.468572 0.340854 0.2 -0.3 0.5 -0.03
O 0.317047 -2.047840 -0.482850 0.1 -0.1 -0.2 -0.96
H 1.619060 2.001331 -1.789822 0.0 0.1 -0.2 0.17
H 0.192049 1.074217 -1.297481 0.0 0.1 -0.1 0.19
H 1.601519 0.199475 -1.833079 0.1 0.0 -0.1 0.20
H 2.872740 1.238946 0.163915 0.2 -0.1 0.0 0.14
H 1.346638 1.893711 0.688820 0.0 0.0 0.1 0.16
H 1.539818 -0.950357 0.166457 0.2 -0.2 0.2 0.40
H -0.431310 0.637782 0.903885 -0.1 0.1 0.2 0.16
H -0.053171 -0.393732 2.281404 -0.2 -0.2 0.2 0.15
H -1.007409 -2.193620 1.078791 -0.2 0.0 0.0 0.06
H -1.454790 -1.020244 -0.174084 -0.1 0.0 -0.1 0.08
H -2.806028 0.770735 -0.384038 0.0 0.1 0.0 0.44
H -3.428363 1.955626 -1.123648 -0.1 0.1 0.0 0.18
O -3.612356 1.316362 -0.404731 0.0 -0.1 0.0 -1.35
```
Forces are in eV/Å.

Results
Total charge: -2
Multiplicity: 2
<S²>: 0.751
Maximum force: 0.78 eV/A
Energy: -9923.1698 eV